Formula: C31H28BrClN5O4PdS
Source: the OMol25 dataset
Level of theory: ωB97M-V with the def2-TZVPD basis set

Structure (XYZ):
```
72
Properties=species:S:1:pos:R:3:forces:R:3
Pd -1.290 0.884 0.917 1.97 -0.38 1.58
Br 11.625 -1.622 -0.836 -0.01 0.00 0.00
C 9.825 -1.565 -0.265 0.07 -0.03 0.00
C 9.392 -2.445 0.711 -0.10 -0.02 0.06
C 8.066 -2.397 1.115 0.10 -0.12 0.08
C 7.197 -1.475 0.557 -0.47 0.16 0.08
C 7.641 -0.598 -0.423 0.11 0.14 -0.15
C 8.961 -0.643 -0.839 -0.15 0.06 0.00
N 5.846 -1.519 1.038 -0.26 0.00 -0.01
N 5.105 -0.601 0.652 0.29 0.14 -0.10
C 3.743 -0.669 1.061 0.24 -0.29 0.15
C 3.173 -1.772 1.659 -0.28 0.08 0.05
C 1.800 -1.809 1.971 0.19 -0.11 0.04
C 0.987 -0.737 1.667 -1.29 -0.18 0.33
O -0.332 -0.709 1.944 -0.12 0.79 -0.96
C 1.567 0.394 1.080 -0.03 0.36 0.06
N 0.713 1.450 0.865 -0.61 -0.26 -0.69
C 1.187 2.579 0.404 0.10 0.20 -0.06
C 2.555 2.743 0.105 0.04 -0.13 0.10
C 3.420 1.699 0.281 -0.12 -0.01 -0.03
C 2.936 0.469 0.794 0.21 0.15 -0.11
H 10.079 -3.158 1.145 0.00 -0.01 0.01
H 7.691 -3.072 1.873 0.01 -0.02 0.01
H 6.952 0.111 -0.860 0.01 -0.02 0.00
H 9.321 0.029 -1.604 0.00 0.01 -0.01
H 3.814 -2.614 1.887 -0.07 -0.01 -0.03
H 1.351 -2.661 2.465 0.11 -0.05 -0.02
H 0.472 3.380 0.279 0.09 -0.03 -0.03
H 2.900 3.698 -0.262 -0.02 0.02 -0.01
H 4.471 1.797 0.049 0.01 -0.02 0.00
O -1.672 -1.190 -0.691 -0.09 0.02 -0.19
N -1.778 -2.347 -0.133 0.09 0.18 -0.04
C -0.672 -3.100 0.051 0.07 -0.05 -0.01
C -0.738 -4.334 0.651 -0.02 0.04 -0.04
C -1.958 -4.820 1.100 -0.02 0.04 0.00
C -3.082 -4.037 0.917 0.00 -0.04 0.03
C -2.987 -2.806 0.288 -0.08 -0.08 0.07
S -4.430 -1.909 -0.130 0.02 0.03 -0.05
H 0.232 -2.641 -0.320 -0.03 -0.02 0.05
H 0.173 -4.903 0.765 0.02 -0.01 0.01
H -2.031 -5.781 1.585 0.00 -0.02 0.01
H -4.056 -4.360 1.256 0.00 -0.01 0.00
Cl -3.872 4.632 -2.088 0.02 -0.03 0.02
C -2.440 4.654 -1.020 -0.05 0.11 -0.01
C -2.128 3.300 -0.409 -0.15 0.15 0.00
O -2.398 2.248 -1.030 -0.01 -0.30 -0.11
O -1.577 3.323 0.708 -0.07 -0.48 0.08
H -2.625 5.381 -0.236 0.01 0.00 -0.02
H -1.593 4.979 -1.623 -0.01 0.00 0.01
C -3.642 0.150 -2.850 0.02 0.00 0.04
N -4.529 1.250 -2.377 0.06 -0.04 0.05
C -5.264 1.859 -3.511 0.02 0.02 0.02
C -5.481 0.797 -1.299 0.02 0.02 0.06
C -4.816 0.792 0.054 0.00 0.06 0.00
C -4.807 1.997 0.770 0.07 -0.07 0.09
C -4.114 2.135 1.955 -0.09 0.01 -0.11
C -3.389 1.050 2.448 0.07 0.03 0.00
C -3.424 -0.173 1.781 0.20 -0.04 -0.23
C -4.163 -0.311 0.591 -0.04 -0.01 0.08
H -2.975 0.562 -3.602 0.02 0.00 -0.01
H -4.260 -0.636 -3.279 0.00 0.00 -0.01
H -3.057 -0.230 -2.015 -0.02 -0.01 -0.02
H -3.866 1.940 -1.950 -0.05 0.02 -0.01
H -5.911 1.104 -3.954 -0.01 0.00 -0.01
H -4.545 2.211 -4.245 0.00 0.00 -0.01
H -5.856 2.695 -3.149 0.00 0.00 0.00
H -5.874 -0.172 -1.604 0.01 0.00 0.00
H -6.303 1.511 -1.291 0.00 -0.01 0.00
H -5.342 2.847 0.363 -0.01 0.02 -0.01
H -4.114 3.076 2.484 0.01 0.00 0.00
H -2.851 1.129 3.385 0.01 -0.01 -0.04
H -2.953 -1.042 2.226 0.02 0.04 -0.03
```
Forces are in eV/Å.

The value obtained for the frontier orbital gap is 5.88 eV. The value obtained for the LUMO energy is -0.1486 Eh. Its total charge is +1. Its multiplicity is 1.

In elementary charge units, the Löwdin charges are: 1.055 0.760 -0.692 -0.117 -0.021 -0.251 -0.023 -0.119 0.074 0.067 -0.198 0.007 -0.003 -0.339 -0.157 -0.142 0.035 -0.076 -0.016 0.031 -0.083 0.104 0.114 0.103 0.103 0.111 0.118 0.104 0.114 0.116 -0.154 -0.210 -0.010 -0.024 -0.043 -0.059 -0.474 1.102 0.142 0.122 0.118 0.115 0.625 -0.444 -0.748 -0.073 -0.052 0.084 0.090 -0.002 -0.191 -0.026 -0.084 -0.228 -0.025 -0.058 -0.089 -0.133 -0.447 0.113 0.109 0.053 0.087 0.111 0.104 0.083 0.115 0.134 0.125 0.124 0.125 0.115